Molecular formula: C60H158N12O18
Method: DFT, ωB97M-V with the def2-TZVPD basis set

XYZ file:
```
248
Properties=species:S:1:pos:R:3
C 2.874 -1.216 7.958
C 1.681 -1.320 6.965
O 0.768 -0.231 7.179
H 3.673 -1.951 7.870
H 2.641 -1.148 9.020
H 3.360 -0.262 7.752
H 1.209 -2.294 7.096
H 2.115 -1.303 5.965
H 0.277 -0.321 7.999
C 8.156 -1.430 6.666
O 7.924 -0.053 6.202
C 8.309 0.879 7.128
C 8.685 2.203 6.458
N 9.827 2.022 5.568
C 10.259 3.353 5.042
C 9.270 4.155 4.220
O 9.771 5.181 3.354
C 10.769 6.192 3.690
H 9.196 -1.611 6.397
H 7.542 -2.188 6.178
H 7.751 -1.578 7.667
H 9.240 0.545 7.587
H 7.580 1.028 7.923
H 8.881 2.947 7.229
H 7.770 2.417 5.905
H 9.614 1.224 4.986
H 11.085 3.160 4.357
H 10.748 4.055 5.717
H 8.660 4.572 5.022
H 8.773 3.530 3.478
H 11.006 6.837 2.844
H 11.693 5.658 3.912
H 10.461 6.834 4.515
C -5.136 -0.122 -3.549
O -6.110 -1.094 -3.267
C -6.941 -0.785 -2.201
C -8.077 -1.792 -1.985
N -9.053 -1.353 -0.950
C -10.431 -1.832 -1.230
C -11.441 -1.204 -0.204
O -11.453 0.235 -0.186
C -12.501 0.744 0.658
H -4.242 -0.658 -3.868
H -4.928 0.595 -2.754
H -5.577 0.498 -4.330
H -7.309 0.195 -2.504
H -6.503 -0.649 -1.213
H -7.557 -2.733 -1.808
H -8.659 -1.816 -2.907
H -9.047 -0.351 -1.075
H -10.430 -2.920 -1.299
H -10.721 -1.462 -2.213
H -11.392 -1.647 0.791
H -12.429 -1.528 -0.531
H -13.521 0.383 0.524
H -12.703 1.753 0.299
H -12.315 0.870 1.724
C -1.038 8.149 -0.607
O -1.716 8.158 -1.731
C -1.390 9.342 -2.471
C -1.901 9.157 -3.904
N -3.371 9.313 -4.080
C -3.985 8.709 -5.285
C -5.483 8.542 -5.120
O -5.770 7.138 -4.968
C -5.498 6.629 -3.662
H -1.461 7.341 -0.011
H -1.241 9.021 0.015
H 0.001 7.835 -0.711
H -0.305 9.372 -2.575
H -1.663 10.337 -2.120
H -1.633 8.164 -4.266
H -1.460 9.760 -4.697
H -3.712 8.842 -3.254
H -3.391 7.798 -5.368
H -3.708 9.265 -6.181
H -6.070 8.787 -6.006
H -5.870 9.114 -4.277
H -5.503 5.540 -3.638
H -6.075 7.120 -2.879
H -4.482 6.915 -3.390
C 5.227 -0.782 -5.791
O 4.293 -0.633 -6.894
C 3.106 -1.437 -6.672
C 2.176 -1.471 -7.835
N 0.863 -2.086 -7.562
C -0.307 -1.528 -8.161
C -0.299 -1.985 -9.667
O 0.133 -3.417 -9.788
C 0.019 -3.951 -11.116
H 5.905 0.068 -5.727
H 5.850 -1.677 -5.823
H 4.703 -0.919 -4.845
H 2.511 -1.146 -5.807
H 3.448 -2.460 -6.514
H 2.579 -2.009 -8.694
H 2.021 -0.434 -8.134
H 0.955 -2.903 -8.149
H -0.292 -0.483 -7.853
H -1.187 -1.866 -7.614
H 0.376 -1.416 -10.307
H -1.322 -2.131 -10.012
H 1.006 -4.097 -11.553
H -0.634 -3.384 -11.779
H -0.298 -4.988 -11.005
C -4.049 -10.632 -1.544
O -4.362 -9.566 -2.399
C -3.846 -8.321 -1.853
C -3.991 -7.126 -2.769
N -3.008 -6.946 -3.871
C -3.082 -5.759 -4.707
C -4.194 -5.943 -5.699
O -4.046 -7.191 -6.379
C -5.191 -7.694 -7.093
H -4.601 -11.545 -1.766
H -4.433 -10.342 -0.566
H -3.001 -10.917 -1.443
H -2.763 -8.403 -1.762
H -4.293 -8.107 -0.882
H -4.171 -6.198 -2.227
H -4.866 -7.326 -3.387
H -3.283 -7.640 -4.552
H -2.128 -5.874 -5.222
H -3.131 -4.896 -4.042
H -4.399 -5.072 -6.321
H -5.136 -5.728 -5.195
H -5.331 -7.220 -8.064
H -6.058 -7.509 -6.458
H -5.055 -8.771 -7.180
C -3.742 4.719 3.160
C -4.773 4.399 2.050
C -6.170 4.393 2.731
O -7.195 4.232 1.802
C -8.482 4.044 2.318
N -4.733 5.482 1.067
H -3.923 4.196 4.099
H -3.582 5.751 3.474
H -2.755 4.340 2.894
H -4.550 3.478 1.512
H -6.282 5.379 3.181
H -6.139 3.613 3.493
H -9.021 4.965 2.543
H -8.579 3.497 3.255
H -8.971 3.465 1.535
H -3.914 5.337 0.493
H -5.481 5.351 0.401
C -6.799 -4.742 3.360
C -7.186 -3.462 4.009
C -6.352 -2.245 3.689
O -5.038 -2.595 4.237
C -3.959 -1.688 3.859
N -8.555 -3.211 3.629
H -5.713 -4.828 3.330
H -7.088 -4.555 2.326
H -7.180 -5.611 3.897
H -7.359 -3.650 5.069
H -6.638 -1.281 4.110
H -6.215 -2.112 2.616
H -4.253 -0.724 4.274
H -4.121 -1.656 2.782
H -2.946 -1.961 4.153
H -8.913 -2.271 3.721
H -8.448 -3.297 2.628
C 0.729 5.378 7.587
C 1.977 5.797 6.770
C 3.037 6.108 7.813
O 4.265 6.625 7.155
C 5.362 6.923 8.123
N 2.273 4.628 5.898
H -0.216 5.291 7.051
H 0.551 6.155 8.331
H 0.880 4.572 8.304
H 1.701 6.698 6.221
H 3.308 5.191 8.337
H 2.734 6.906 8.491
H 5.025 7.557 8.943
H 6.249 7.266 7.591
H 5.741 5.937 8.396
H 3.241 4.607 5.610
H 2.203 3.760 6.409
C 3.461 1.194 1.443
C 2.179 1.468 0.517
C 1.123 0.347 0.777
O 1.531 -0.906 0.321
C 1.025 -1.325 -0.935
N 1.620 2.804 0.729
H 3.275 1.051 2.508
H 4.202 1.970 1.249
H 3.765 0.179 1.186
H 2.556 1.492 -0.505
H 0.149 0.707 0.446
H 1.038 0.273 1.862
H 1.084 -0.510 -1.655
H 0.015 -1.699 -0.762
H 1.588 -2.200 -1.261
H 1.349 3.029 1.675
H 2.341 3.383 0.324
C 4.703 -7.110 -3.406
C 3.464 -7.800 -4.049
C 3.685 -9.316 -4.261
O 4.512 -9.485 -5.482
C 4.504 -10.745 -6.088
N 2.444 -7.660 -3.083
H 5.628 -7.371 -3.920
H 4.895 -7.435 -2.383
H 4.540 -6.036 -3.319
H 3.124 -7.208 -4.898
H 2.657 -9.583 -4.505
H 4.041 -9.728 -3.317
H 3.720 -10.799 -6.844
H 4.331 -11.281 -5.154
H 5.516 -11.047 -6.356
H 1.578 -7.896 -3.545
H 2.498 -6.674 -2.869
C 2.036 -6.079 2.495
C 3.363 -6.648 2.753
C 4.099 -5.985 3.908
O 5.313 -6.602 4.360
C 6.378 -6.560 3.418
N 3.303 -8.043 2.971
H 1.562 -6.659 1.704
H 2.164 -5.011 2.316
H 1.397 -6.005 3.375
H 3.924 -6.448 1.840
H 3.447 -5.956 4.781
H 4.301 -4.945 3.652
H 7.219 -6.778 4.077
H 6.489 -5.589 2.936
H 6.323 -7.420 2.751
H 3.428 -8.553 2.108
H 4.034 -8.205 3.649
C 5.753 6.867 -2.468
C 6.739 7.439 -1.367
C 5.909 7.707 -0.144
O 5.444 6.511 0.387
C 4.698 6.706 1.622
N 7.691 6.356 -1.186
H 6.248 6.331 -3.279
H 5.202 7.745 -2.807
H 5.011 6.274 -1.934
H 7.276 8.302 -1.758
H 5.076 8.262 -0.576
H 6.240 8.399 0.630
H 5.347 7.165 2.368
H 4.391 5.698 1.900
H 3.765 7.268 1.661
H 8.403 6.760 -0.595
H 7.099 5.772 -0.613
```

## Properties
Relative energy (zero: lowest compared OMol25 entry of this formula, charge and spin) (eV): 11.0968
Net charge: 0
2S+1: 1
Energy (eV): -119496.31476
Gap between HOMO and LUMO (eV): 8.45